A molecular structure, C17H20N2O in a non-equilibrium geometry, computed with ωB97M-V/def2-TZVPD.

Atoms and positions in Å:
O -1.6412 1.2358 -1.7908
N -1.9211 1.6515 0.4496
N 1.8948 0.9843 -0.6855
C -0.5016 -2.5092 1.9582
C -1.2976 1.7026 -0.7387
C 2.2058 2.9767 -2.0721
C 1.2448 -0.1164 -1.2060
C -1.0903 -3.4062 2.9054
C 0.0306 2.5365 -0.6494
C 1.3356 -1.5988 0.9290
C -2.6585 -2.4861 0.7587
C 0.4258 -1.0242 -0.1793
C -1.3019 -2.3532 0.7374
C -0.7682 -1.3355 -0.2454
C -3.2758 -3.3063 1.5559
C 2.6836 1.8489 -1.5587
C -2.3817 -3.5878 2.8476
C 0.7014 2.9633 -2.1133
C 0.9560 1.7043 -0.0171
C 0.9333 -2.4576 1.7099
H -3.3138 -2.2551 -0.3134
H -1.4794 1.9368 1.2536
H 2.8403 1.0147 -2.6707
H 0.6235 1.0048 0.7541
H -0.1066 3.6041 0.1811
H -1.3110 -1.1267 -1.0852
H 1.9451 -0.8087 -1.8108
H 2.3151 3.7506 -1.3283
H 2.2202 -1.1775 0.9024
H -2.5693 1.1749 0.3968
H 0.3782 0.1068 -2.0670
H 3.8321 1.7318 -1.1449
H 1.9763 2.3271 0.7525
H -4.2401 -3.6410 1.5897
H 0.4638 3.9299 -2.2870
H 0.2792 2.2335 -2.7552
H -0.5995 -3.5912 3.7294
H -3.0379 -4.2876 3.5975
H 1.5049 -2.7063 2.7499
H 2.7050 3.3565 -3.0400

## Properties
ΔE to the lowest compared entry with this formula, charge and spin: 13.8305 eV
gap between HOMO and LUMO: 8.8 eV
LUMO energy: 0.50 eV
strongest force on any atom: 18.33 eV/A
HOMO energy: -8.29 eV

=====

C17H20N2O2S in the gas phase, computed with ωB97M-V/def2-TZVPD.

Atoms and positions in Å:
S 3.4861 -1.0455 0.1644
O -1.5020 0.4313 -1.5462
O 1.1013 2.8961 0.3630
N 1.1056 1.0649 -0.9761
N -2.8891 0.3560 0.2757
C -2.7331 -1.6119 -2.1066
C -0.1647 -2.7202 0.1219
C 1.8230 -1.4697 0.6222
C -1.7349 0.7233 -0.2525
C 1.2459 -1.0317 1.8058
C -2.5821 -0.1110 -2.3019
C 3.5710 0.7425 0.5556
C 1.1164 -2.3252 -0.2149
C -3.1540 0.6702 1.5343
C -0.7558 -2.2525 1.2838
C 0.5598 1.8920 -0.0633
C -2.2900 1.3946 2.3312
C 3.5197 1.6289 -0.6807
C -1.0797 1.7855 1.7782
C -0.0450 -1.4124 2.1238
C -0.7613 1.4380 0.4738
C 2.3755 1.2827 -1.6393
H 4.4546 1.5502 -1.2383
H 4.5082 0.8968 1.0896
H 1.5843 -2.6814 -1.1205
H -2.5503 1.6486 3.3460
H 3.4008 2.6564 -0.3340
H 2.6166 0.3592 -2.1695
H -1.7611 -2.5498 1.5414
H -2.9647 -1.8236 -1.0668
H -1.8125 -2.1213 -2.3800
H 0.5385 0.3059 -1.3176
H -3.5409 -1.9784 -2.7337
H -4.1126 0.3244 1.8981
H 2.2829 2.0926 -2.3735
H -0.3636 2.3664 2.3409
H -3.5072 0.3996 -2.0196
H -2.3315 0.1219 -3.3402
H -0.4913 -1.0616 3.0425
H 2.7407 0.9719 1.2171
H 1.8000 -0.4065 2.4901
H -0.7033 -3.3972 -0.5243

## Properties
ΔE to the lowest compared entry with this formula, charge and spin: 0.5306 eV
gap between HOMO and LUMO: 8.9 eV
LUMO energy: 0.67 eV
strongest force on any atom: 0.60 eV/A
HOMO energy: -8.25 eV

=====

C17H20N2O4S in the gas phase in a non-equilibrium geometry, computed with ωB97M-V/def2-TZVPD.

Atoms and positions in Å:
S 1.1991 4.8332 2.1208
O 0.3320 4.8709 3.2832
O 2.5627 5.2991 2.0583
O 2.5429 -1.2620 -0.7794
O -0.4715 -5.8416 -0.2559
N 0.8281 -1.8285 0.5437
N 0.6596 5.3995 0.4695
C 2.1426 1.4778 -0.2907
C 0.6648 2.1022 2.2216
C -0.4427 -3.3912 -1.0470
C -0.9969 4.9479 0.5456
C -1.0913 -7.0358 -0.2149
C -2.7321 -3.8824 -2.7115
C 1.1372 3.0673 1.3468
C -0.9468 -2.4175 -1.8895
C -2.2049 -4.9268 -2.1485
C 1.8218 -0.8930 0.0669
C 1.5480 0.3798 0.6454
C -2.2718 -2.5845 -2.5748
C 0.5846 -3.2070 -0.0998
C 0.9463 0.6148 1.7385
C -1.1080 -4.7692 -1.1135
C 0.5296 6.8164 0.4391
C 1.8953 2.8301 0.3309
H -1.1295 4.0237 0.7481
H -1.7112 5.5300 1.2926
H -2.1210 -7.1559 -0.0170
H 1.6773 6.9858 0.6244
H -0.5647 -1.4580 -1.7259
H -1.3112 5.2526 -0.3350
H -0.4667 -7.4370 0.4736
H -0.0254 -1.5739 0.9910
H 0.1250 7.4019 1.1212
H 0.3053 2.3890 3.0259
H -1.0406 -7.3409 -1.3008
H -3.6353 -4.2323 -3.3203
H 1.6715 -3.3759 -0.7163
H -2.6402 -5.8708 -1.7207
H 2.5630 1.2327 -1.1042
H 2.3314 3.6366 -0.4156
H 0.4167 7.1767 -0.7212
H 0.4213 -3.9033 1.0205
H -2.4064 -1.8403 -3.1193
H 0.4121 -0.0402 2.5140

## Properties
ΔE to the lowest compared entry with this formula, charge and spin: 15.9789 eV
gap between HOMO and LUMO: 8.3 eV
LUMO energy: -0.22 eV
strongest force on any atom: 14.41 eV/A
HOMO energy: -8.50 eV

=====

C17H20N2O5 in the gas phase, computed with ωB97M-V/def2-TZVPD.

Atoms and positions in Å:
O 0.0219 1.2336 0.9189
O -1.2821 1.2165 -4.9266
O 2.6463 -0.5149 -2.4682
O -0.2398 -0.6067 -0.3478
O -0.3735 0.5468 4.1736
N -1.9189 -1.0913 2.7387
N 0.4278 -0.5308 -2.9010
C -0.5471 -1.3557 2.8104
C -1.4817 2.5186 -5.1932
C 2.1797 -1.8699 3.0482
C 0.6846 2.2514 -4.8119
C 0.0227 -2.4580 2.1894
C -0.6822 0.3798 0.4531
C 1.4983 -0.5548 -2.0866
C -0.3103 3.2057 -5.1376
C 0.0426 1.0538 -4.7000
C 0.2730 -0.5101 3.5845
C 1.1571 -0.6762 -0.6011
C 0.5372 -0.3055 -4.3299
C -2.1733 0.2706 0.6627
C 1.3795 -2.7137 2.3047
C 1.6272 -0.7710 3.6910
C -2.5375 -1.0172 1.4398
C 0.4072 1.5436 4.7840
H -2.2378 -1.8855 0.8516
H -2.4993 1.1488 1.2217
H 1.8059 -3.5757 1.8131
H -0.4932 -0.5312 -2.4893
H 1.6701 0.1250 -0.0575
H -2.1418 -0.2811 3.3070
H -0.1681 4.2532 -5.3055
H 1.1221 1.9734 4.0762
H 1.5967 -0.3976 -4.5780
H 3.2390 -2.0575 3.1348
H 1.7324 2.4256 -4.6807
H -2.6709 0.2522 -0.3075
H 1.5229 -1.6374 -0.2268
H 2.2688 -0.1195 4.2626
H -3.6222 -1.0463 1.5770
H -2.4862 2.8266 -5.4057
H -0.6011 -3.1216 1.6102
H 0.9398 1.1585 5.6597
H -0.2944 2.3138 5.1017
H -0.0415 -1.0683 -4.8594

## Properties
ΔE to the lowest compared entry with this formula, charge and spin: 2.6858 eV
gap between HOMO and LUMO: 8.4 eV
LUMO energy: 0.60 eV
strongest force on any atom: 0.93 eV/A
HOMO energy: -7.85 eV

=====

> Among the records above, which one has the lowest LUMO energy?

C17H20N2O4S

=====

> Number 3 is which compound?

C17H20N2O4S